{
  "formula": "C4H4IN",
  "method": "the ωB97M-V functional and the def2-TZVPD basis",
  "elements": ["I", "N", "C", "C", "C", "C", "H", "H", "H", "H"],
  "positions_angstrom": [[4.041, 0.114, -0.085], [-0.047, -1.585, 0.066], [-0.736, -0.580, 0.013], [1.362, -1.593, -0.058], [1.998, -0.422, 0.193], [-1.247, 0.612, -0.107], [-1.566, 1.015, -1.036], [1.271, 0.494, 0.160], [-1.139, 1.275, 0.710], [1.718, -2.608, 0.020]],
  "e_lumo_ev": [0.21, -2.77],
  "s2": 2.016,
  "e_above_lowest_kj_mol": 165.5,
  "homo_lumo_gap_ev": [6.40, 6.45],
  "largest_force_ha_per_bohr": 0.145,
  "homo_ev": [-6.186, -9.215],
  "spin_multiplicity": 3
}